{
  "formula": "C28H38BiN6O10Sb",
  "method": "wB97M-V/def2-TZVPD",
  "total_charge": 0,
  "total_energy_ha": -2625.6904,
  "gap_ev": 7.81,
  "homo_energy_ev": -7.8,
  "de_lowest_kj_mol": 0.0,
  "species": ["Bi", "Sb", "O", "O", "O", "O", "O", "O", "O", "O", "O", "O", "N", "N", "N", "N", "N", "N", "C", "C", "C", "C", "C", "C", "C", "C", "C", "C", "C", "C", "C", "C", "C", "C", "C", "C", "C", "C", "C", "C", "C", "C", "C", "C", "C", "C", "H", "H", "H", "H", "H", "H", "H", "H", "H", "H", "H", "H", "H", "H", "H", "H", "H", "H", "H", "H", "H", "H", "H", "H", "H", "H", "H", "H", "H", "H", "H", "H", "H", "H", "H", "H", "H", "H"],
  "xyz": [[-0.19, 0.13, 0.11], [2.55, -0.13, -1.44], [0.44, -5.83, 2.99], [-0.37, -1.10, -2.06], [1.40, -4.09, 1.42], [-1.54, -6.09, 3.97], [-2.43, 0.11, -0.36], [1.99, 4.65, -2.68], [0.80, -2.21, 0.39], [-1.27, 1.42, 2.32], [1.36, 0.10, 2.52], [0.99, 2.13, 0.55], [-1.77, -2.78, -1.43], [-0.46, 1.80, -1.54], [-2.55, -3.81, 2.90], [-0.50, -2.94, -3.34], [0.54, 2.76, -1.61], [-1.72, -2.28, 1.57], [0.58, -3.19, 1.15], [-0.87, -2.22, -2.25], [-3.04, 0.27, -1.51], [-1.26, -4.20, 2.65], [2.61, 4.71, -1.49], [-3.29, 1.20, -3.75], [2.27, 3.89, -0.40], [2.99, 4.02, 0.79], [-0.78, -5.46, 3.27], [-4.47, 0.53, -3.95], [-1.36, 1.88, -2.45], [4.02, 4.92, 0.92], [3.66, 5.63, -1.36], [-0.76, -3.24, 1.81], [1.76, -1.09, 3.19], [-2.69, 1.48, 2.42], [0.83, 1.08, 3.39], [-0.67, 0.97, 3.53], [-4.27, -0.39, -1.73], [-2.55, 1.08, -2.56], [4.28, 1.02, -0.97], [2.51, 0.20, -3.55], [4.35, 5.73, -0.17], [3.41, -2.07, -1.42], [-4.10, -1.96, 2.26], [1.20, 2.87, -0.47], [-4.96, -0.27, -2.91], [-2.79, -2.66, 2.24], [-1.08, -3.68, -3.68], [-5.90, -0.79, -3.04], [-4.66, -1.01, -0.92], [3.53, 0.35, -3.92], [-1.96, -3.76, -1.48], [-2.89, 1.85, -4.53], [5.15, 0.58, -1.44], [2.72, 3.36, 1.61], [-1.22, 2.66, -3.21], [4.15, 2.04, -1.32], [2.23, -1.74, 2.46], [4.42, 1.04, 0.11], [-1.01, 1.60, 4.36], [2.48, -0.84, 3.98], [1.30, 1.01, 4.37], [-4.92, -2.67, 2.17], [3.78, -2.28, -0.42], [4.21, -2.14, -2.15], [-0.98, -0.06, 3.73], [2.07, -0.66, -4.04], [-3.17, -4.35, 3.49], [-4.14, -1.26, 1.43], [5.16, 6.45, -0.09], [-1.95, -2.32, -0.54], [-3.10, 0.48, 2.55], [1.91, 1.09, -3.76], [2.63, -2.80, -1.64], [4.57, 5.01, 1.84], [-2.98, 2.12, 3.26], [1.06, 2.05, 2.94], [-5.02, 0.64, -4.87], [0.91, -1.61, 3.64], [3.90, 6.24, -2.21], [0.03, -2.43, -4.03], [0.89, -5.16, 2.36], [1.29, 3.95, -2.61], [-3.06, 1.89, 1.49], [-4.24, -1.41, 3.19]],
  "lowdin_charge": [1.956, 1.361, 0.129, -0.173, 0.030, 0.087, -0.306, 0.049, -0.208, -0.285, -0.279, -0.246, 0.214, -0.114, 0.177, 0.185, 0.029, 0.130, -0.603, -0.619, -0.377, -0.077, -0.277, -0.050, -0.097, -0.034, -0.499, -0.102, -0.059, -0.091, -0.016, -0.139, -0.074, -0.083, -0.197, -0.196, -0.026, -0.156, -0.288, -0.296, -0.083, -0.303, -0.004, -0.499, -0.086, -0.347, 0.106, 0.102, 0.101, 0.010, 0.120, 0.110, 0.010, 0.107, 0.135, 0.001, 0.083, 0.009, 0.133, 0.098, 0.130, 0.086, 0.010, 0.009, 0.128, -0.009, 0.170, 0.059, 0.103, 0.060, 0.062, -0.004, 0.000, 0.098, 0.097, 0.114, 0.096, 0.095, 0.116, 0.105, 0.059, 0.060, 0.092, 0.082]
}